A molecular structure, C18H26N2O3 at a distorted geometry, computed with ωB97M-V/def2-TZVPD.

Last column: natural (NBO) charge in e.
Cartesian coordinates (Å):
O: 0.915 5.066 1.255  -0.62
C: 1.317 3.853 1.243  0.67
N: 2.576 3.516 1.864  -0.43
C: 3.011 2.381 2.311  -0.22
C: 3.713 2.829 3.468  -0.39
H: 4.431 2.063 3.977  0.22
C: 4.256 4.216 3.485  -0.31
H: 4.737 4.668 4.172  0.22
C: 3.422 4.816 2.473  -0.19
H: 3.702 5.421 1.703  0.22
H: 2.809 5.318 3.248  0.21
H: 5.477 3.981 2.772  0.07
H: 2.965 2.931 4.309  0.19
H: 2.249 1.631 2.551  0.23
H: 3.818 2.012 1.536  0.14
C: 0.568 2.870 0.889  -0.33
C: 1.050 1.920 -0.094  -0.04
C: 0.397 0.875 -0.530  -0.42
C: -0.830 0.573 -0.346  0.40
C: -1.501 1.664 0.655  -0.25
C: -0.668 2.765 0.981  -0.10
H: -1.164 3.494 1.871  0.21
H: -2.485 1.527 0.831  0.20
O: -1.766 -0.246 -0.560  -0.50
C: -0.998 -1.376 -1.704  0.22
C: -2.483 -1.999 -2.294  -0.42
C: -2.170 -3.032 -3.178  -0.23
N: -1.201 -4.261 -2.320  -0.43
C: -0.222 -3.479 -1.570  -0.24
C: -0.614 -2.391 -0.728  -0.42
H: 0.469 -2.046 -0.295  0.22
H: -1.132 -2.667 -0.064  0.20
H: 0.512 -3.248 -2.440  0.19
H: 0.276 -4.237 -1.175  0.22
C: -2.188 -4.910 -1.515  -0.23
H: -2.882 -4.578 -0.942  0.17
C: -2.642 -6.156 -2.464  -0.06
O: -3.555 -7.100 -1.273  -0.76
H: -4.117 -6.616 -1.025  0.40
H: -1.821 -6.700 -2.594  0.21
H: -3.558 -5.809 -3.046  0.22
H: -1.562 -5.351 -0.421  0.16
H: -1.377 -2.694 -3.856  0.20
H: -3.002 -3.476 -3.573  0.20
H: -3.054 -2.161 -1.488  0.21
H: -3.056 -1.263 -2.996  0.23
H: -0.712 -0.905 -2.381  0.14
H: 0.768 0.087 -1.317  0.19
H: 2.365 1.870 -0.377  0.21

Force components x, y, z for each atom (eV/Å):
1.398 -3.003 -0.287
6.278 9.828 5.259
-4.191 10.593 -3.380
3.705 -5.150 -1.502
1.872 -2.398 8.819
-0.999 1.159 -1.181
4.427 -6.093 -10.349
1.977 3.146 5.562
-4.784 -1.909 2.055
1.008 1.547 -1.803
-1.322 0.623 -1.597
-2.687 0.549 1.648
-0.072 -0.503 -0.608
0.271 -0.058 -0.275
-1.202 -0.609 1.206
4.371 -8.223 -7.919
7.557 2.817 2.249
3.825 -5.179 -6.002
-8.670 7.150 8.382
6.685 -0.361 -3.593
-13.501 -0.281 6.068
1.010 -1.534 -2.763
-2.960 -0.010 0.842
1.500 -4.656 -4.869
-13.870 -6.419 12.595
2.759 5.642 -1.659
5.496 -3.747 0.801
-3.820 3.902 -1.532
0.783 -1.227 -5.906
12.703 5.572 -8.307
-2.535 -0.680 -0.311
-8.090 -2.883 9.260
-0.891 0.632 1.479
2.466 -3.030 2.892
6.764 -6.998 -1.248
-5.256 3.616 2.584
-7.022 3.351 6.946
15.047 -9.843 -8.256
-12.927 11.293 5.529
2.725 -2.511 -1.724
2.155 -1.018 -0.314
-1.193 0.398 -3.277
-0.707 -0.319 -0.564
-1.701 -1.500 -1.464
-2.215 -0.939 2.964
1.073 -0.439 1.585
6.215 7.317 -10.211
0.871 1.813 1.331
-4.324 0.571 0.842

Results
spin multiplicity	1
energy relative to the best compared isomer or geometry (same formula, charge and spin)	2335.3	kJ/mol
highest occupied orbital energy	-7.985	eV
E_LUMO	0.0106	Ha
electronic energy	-28188.603	eV


A molecular structure, C9H6BrNO at a distorted geometry, computed with ωB97M-V/def2-TZVPD.

Last column: natural (NBO) charge in e.
Cartesian coordinates (Å):
C: 2.181 1.474 0.616  0.23
C: -2.696 0.073 0.076  -0.17
C: -1.900 0.830 -0.789  -0.20
C: -2.135 -1.018 0.725  -0.22
C: -0.572 0.478 -0.899  -0.14
C: -0.766 -1.213 0.811  -0.13
C: 0.031 -0.489 -0.085  -0.22
C: 1.421 -0.937 -0.010  0.70
C: 2.631 0.569 -0.430  -0.57
N: 1.902 2.254 1.414  -0.31
O: 2.059 -1.920 0.145  -0.46
Br: 4.343 -0.149 -0.202  0.13
H: -3.765 0.446 0.083  0.23
H: -2.236 1.608 -1.302  0.21
H: -2.583 -1.741 1.380  0.22
H: 0.163 0.854 -1.526  0.21
H: -0.469 -1.972 1.506  0.23
H: 2.391 0.856 -1.513  0.26

Force components x, y, z for each atom (eV/Å):
1.058 0.521 -1.023
-1.257 0.878 -1.068
2.067 -3.618 2.482
0.186 0.089 1.469
1.167 -1.163 1.248
-1.087 0.669 -1.568
-0.973 -1.969 1.860
3.443 2.550 -2.323
-3.132 -1.478 -0.200
-0.303 -0.236 0.155
-1.742 0.153 0.497
0.544 0.137 -0.061
1.195 -1.208 0.486
-1.647 3.122 -2.142
-1.397 0.310 0.023
0.547 1.568 -1.611
0.800 -0.205 -0.058
0.531 -0.119 1.835

Results
spin multiplicity	1
energy relative to the best compared isomer or geometry (same formula, charge and spin)	0.0	kJ/mol
highest occupied orbital energy	-9.195	eV
E_LUMO	-0.0181	Ha
electronic energy	-83007.452	eV